<one>
C4H4O3 | ωB97M-V/def2-TZVPD

Geometry as XYZ:
```
11
Properties=species:S:1:pos:R:3
C 0.83035 -0.49599 1.62697
C 0.65246 0.09033 0.25807
O 1.54647 0.45828 -0.47397
C -0.78805 0.20076 -0.25993
O -1.75038 -0.15411 0.39342
C -0.92630 0.95507 -1.53059
O -1.00017 0.16239 -2.55890
H 0.29703 0.12115 2.35775
H 1.89126 -0.55107 1.87655
H 0.37427 -1.49044 1.66680
H -1.12694 0.70364 -3.35617
```

Computed properties:
- LUMO energy (eV) = -0.412
- total charge = 0


<two>
C4H4O3 | ωB97M-V/def2-TZVPD

Geometry as XYZ:
```
11
Properties=species:S:1:pos:R:3
O 1.83357 0.48331 -0.22824
C 1.07462 -0.20915 0.54812
C -0.14777 -0.33414 -0.22857
C -1.27857 -0.16065 0.69739
O -0.28123 0.60001 1.36093
C 0.38714 0.39649 -1.34636
O 0.32339 -0.73794 -1.92385
H 1.47025 -0.80823 1.36505
H -2.11457 0.43632 0.32477
H -1.61885 -1.04815 1.24132
H 0.35201 1.38213 -1.81058
```

Computed properties:
- LUMO energy (eV) = 0.605
- total charge = 0


<three>
C4H4O3 | ωB97M-V/def2-TZVPD

Geometry as XYZ:
```
11
Properties=species:S:1:pos:R:3
O 1.88968 -0.94041 -0.57359
C 0.62270 -1.07870 -0.25537
C -0.22121 -0.04763 0.04652
C 0.27603 1.32095 -0.03528
O 1.19268 1.66157 -0.77262
C -1.60669 -0.29926 0.45627
O -2.10430 -1.39450 0.61405
H 0.29605 -2.11639 -0.21872
H -0.16462 2.06416 0.65350
H 2.08160 0.02357 -0.63162
H -2.21015 0.62526 0.59094
```

Computed properties:
- LUMO energy (eV) = -0.421
- total charge = 0
- SMILES = O=CC(C=O)=CO


<four>
C4H4O3 | ωB97M-V/def2-TZVPD

Geometry as XYZ:
```
11
Properties=species:S:1:pos:R:3
C -0.24699 0.24860 0.04552
C 2.04767 0.81899 -0.03591
C 1.09985 -0.21427 0.13522
C -1.63156 -0.04349 -0.18688
O 3.24287 0.77275 -0.01968
O -1.06468 1.28237 -0.07737
O 1.47343 -1.53009 0.27265
H 1.49200 1.83540 -0.21264
H -1.98437 -0.30503 -1.28597
H -2.45181 -0.35987 0.52457
H 2.28641 -1.63695 0.66742
```

Computed properties:
- LUMO energy (eV) = 0.281
- total charge = 0
- SMILES = O=C/C(O)=C1/CO1


Relative energies, in eV, with the most stable structure set to zero: <one> 2.149; <two> 4.781; <three> 0.000; <four> 2.590.


<one>
C4H12NO | ωB97M-V/def2-TZVPD

Geometry as XYZ:
```
18
Properties=species:S:1:pos:R:3
C -2.25970 -0.13948 -0.90868
C -1.91335 1.01856 -0.30422
O -2.03145 1.32686 1.06369
H -1.99281 -0.28590 -1.94032
H -2.95665 -0.89494 -0.50889
H -1.42794 1.80066 -0.90102
H -1.86001 2.30583 1.10390
C 1.84714 -0.53860 -0.92001
N 0.79594 -0.77577 0.11444
C 1.20167 -0.19473 1.44020
H 1.55245 -1.08347 -1.84516
H 1.82616 0.53426 -1.08753
H 2.84710 -0.88439 -0.56855
H 0.60790 -1.76814 0.18557
H -0.13004 -0.33733 -0.11261
H 2.03274 -0.73278 1.89433
H 0.34120 -0.17681 2.12587
H 1.51964 0.82616 1.16898
```

Computed properties:
- LUMO energy (eV) = -3.079
- total charge = +1


<two>
C4H12NO | ωB97M-V/def2-TZVPD

Geometry as XYZ:
```
18
Properties=species:S:1:pos:R:3
C -0.71635 0.02943 2.17689
C -1.45344 -0.45396 0.94211
C -0.43551 -0.46301 -0.16142
C 0.38355 -1.41283 -0.58676
N -0.49474 0.80687 -0.99462
H -1.35603 0.44239 2.92970
H -0.13350 -0.78807 2.65439
H -0.01740 0.90194 2.07192
H -1.74082 -1.49026 1.15257
H -2.33171 0.11583 0.58795
H 0.19884 -2.37229 0.01189
H 1.28150 -1.41600 -1.17206
H -0.33988 1.63885 -0.43154
H -1.39590 0.72746 -1.46214
H 0.18877 0.75973 -1.76729
H 2.79257 1.43823 -1.73379
H 2.53989 0.24968 -0.67420
O 2.15994 0.96452 -1.18856
```

Computed properties:
- LUMO energy (eV) = -3.304
- total charge = +1


Relative energies, in eV, with the most stable structure set to zero: <one> 0.163; <two> 0.000.


<one>
C4H12NO | ωB97M-V/def2-TZVPD

Geometry as XYZ:
```
18
Properties=species:S:1:pos:R:3
O -2.28572 -1.39359 -0.73923
C -1.19337 -0.54980 -1.00078
C -0.39608 -0.69355 0.25746
N 2.18755 0.83178 0.43001
C 2.33771 1.98973 -0.44593
C -0.92111 -0.23019 1.50860
H -2.00168 -2.30248 -0.55036
H -1.58644 0.45583 -1.12907
H -0.66335 -0.81880 -1.91482
H 0.23476 -1.58827 0.29747
H 2.97630 0.19781 0.34281
H 1.32593 0.31909 0.25231
H 2.41441 1.74801 -1.50987
H 3.25783 2.51038 -0.17513
H 1.51337 2.67398 -0.28597
H -1.93428 0.14640 1.36881
H -0.88929 -1.02232 2.25843
H -0.30820 0.60265 1.89407
```

Computed properties:
- LUMO energy (eV) = -7.434
- total charge = +1


<two>
C4H12NO | ωB97M-V/def2-TZVPD

Geometry as XYZ:
```
18
Properties=species:S:1:pos:R:3
C -1.08706 1.20944 0.67913
O -2.31547 0.53033 0.60360
C 0.04149 0.16239 0.54096
C -0.23104 -0.74106 -0.65668
C 0.79714 -1.89006 -0.91613
N 1.32381 0.92314 0.24063
H -1.02191 1.95992 -0.11173
H -0.98898 1.60853 1.68817
H -2.89358 0.88252 1.29609
H 0.14535 -0.32823 1.50482
H -1.23963 -1.14587 -0.65458
H -0.30001 -0.14548 -1.58398
H 0.70032 -2.63938 -0.13916
H 0.55639 -2.28554 -1.89636
H 1.78816 -1.43916 -0.93960
H 1.21072 1.90512 0.46857
H 1.35569 0.90933 -0.78046
H 2.15861 0.52409 0.65670
```

Computed properties:
- LUMO energy (eV) = -3.609
- total charge = +1
- SMILES = CC[C@@H]([NH3+])CO


<three>
C4H12NO | ωB97M-V/def2-TZVPD

Geometry as XYZ:
```
18
Properties=species:S:1:pos:R:3
C -0.02518 0.19132 -0.77875
C 0.10132 -1.28297 -0.44420
C -1.26792 -1.90590 -0.16049
N 1.31038 0.67417 -1.35085
H -0.76935 0.35185 -1.55583
H -0.20350 0.86684 0.05213
H 0.77472 -1.42159 0.40464
H 0.54703 -1.77707 -1.31270
H -1.83780 -1.35774 0.58597
H -1.84579 -1.91438 -1.08613
H -1.14745 -2.93345 0.17113
H 2.05438 0.66560 -0.64523
H 1.59924 0.06357 -2.11199
H 1.23703 1.60765 -1.75563
O -0.86544 1.09242 2.53938
C -0.12699 2.03283 2.52221
H -0.50409 3.04356 2.26588
H 0.96940 2.00328 2.66046
```

Computed properties:
- LUMO energy (eV) = -3.910
- total charge = +1


Relative energies, in eV, with the most stable structure set to zero: <one> 3.282; <two> 0.000; <three> 0.472.


<one>
C4H12NO | ωB97M-V/def2-TZVPD

Geometry as XYZ:
```
18
Properties=species:S:1:pos:R:3
C -0.51638 -0.48645 1.63426
C -1.27551 -0.32106 0.18389
C -0.80635 1.14532 -0.46682
C 0.17500 0.88695 -1.56046
O 1.34255 0.23278 -1.07957
N 0.76731 -1.28048 1.16184
H -1.08258 -1.05798 2.30680
H -0.18318 0.47509 2.23506
H -1.02181 -1.25107 -0.38061
H -2.36277 -0.22357 0.22369
H -0.58291 1.79772 0.34474
H -1.71161 1.64314 -0.78930
H -0.29857 0.31076 -2.37737
H 0.40304 1.76285 -2.03526
H 2.23312 0.64457 -1.04514
H 1.28720 -1.45324 2.08236
H 1.09972 -0.57877 0.42528
H 0.64822 -2.31690 0.76810
```

Computed properties:
- LUMO energy (eV) = -3.340
- total charge = +1
- SMILES = [NH3+]CCCCO


<two>
C4H12NO | ωB97M-V/def2-TZVPD

Geometry as XYZ:
```
18
Properties=species:S:1:pos:R:3
C -1.61994 0.45887 -0.80986
C -0.64914 -0.91953 1.10197
C 1.71209 -1.15001 -0.39204
C -0.47617 -0.15955 -0.19927
N 0.62563 -0.35209 -0.85778
O 0.76897 1.93474 0.75521
H -2.61325 -0.11581 -0.82786
H -2.01580 1.26004 -0.07470
H -1.57342 1.07112 -1.81735
H -0.00253 -0.46435 1.86524
H -1.65527 -0.86254 1.57620
H -0.66850 -1.95133 0.77161
H 2.46637 -0.43178 -0.31145
H 1.53897 -1.48731 0.64065
H 2.13233 -2.03147 -0.92763
H 0.40450 2.18566 -0.11635
H 0.79873 0.24695 -1.60842
H 0.82641 2.76841 1.23184
```

Computed properties:
- LUMO energy (eV) = -4.129
- total charge = +1


Relative energies, in eV, with the most stable structure set to zero: <one> 0.470; <two> 0.000.


<one>
C6H12NO | ωB97M-V/def2-TZVPD

Geometry as XYZ:
```
20
Properties=species:S:1:pos:R:3
C -1.66182 0.14362 1.10593
N -0.74169 0.33881 -0.00498
C -0.99509 -0.63017 -1.02061
C 0.26875 -1.35540 -1.26387
C 1.36241 -0.93028 -0.12769
C 0.61278 0.30601 0.51914
C 1.09159 1.85612 0.23058
O 2.21925 2.06093 0.82657
H -2.16906 1.15688 1.21451
H -1.20951 -0.02707 2.06255
H -2.47974 -0.52099 0.90835
H -1.76606 -1.56693 -0.77486
H -1.45606 -0.13450 -1.97970
H 0.66552 -1.09972 -2.26866
H 0.24797 -2.45574 -1.11163
H 1.85103 -1.60433 0.71634
H 2.30044 -0.56603 -0.58556
H 0.60056 0.32176 1.66164
H 0.34840 2.41163 0.69362
H 0.91035 2.29539 -0.80168
```

Computed properties:
- LUMO energy (eV) = 3.832
- total charge = -1
- SMILES = CN1CCC[C@H]1C[O-]


<two>
C6H12NO | ωB97M-V/def2-TZVPD

Geometry as XYZ:
```
20
Properties=species:S:1:pos:R:3
C -1.99979 1.03381 -0.25388
O -1.90793 0.16474 -1.34884
C -1.37992 0.44058 0.99746
C -1.00700 -1.18368 0.92769
C 0.43386 -1.40301 0.50732
N 2.92542 0.78160 -1.27398
C 2.34176 -0.40168 -0.80562
C 1.11540 -0.37389 -0.14436
H -3.13084 1.20132 0.11739
H -1.50278 2.01226 -0.59932
H -0.54572 1.07895 1.43350
H -2.01506 0.61388 1.89141
H -1.23561 -1.62250 1.87455
H -1.58320 -1.61650 0.17493
H 0.97769 -2.19296 0.89568
H -1.08578 -0.37341 -1.34651
H 3.86534 0.77158 -0.87769
H 2.42598 1.63499 -0.85582
H 2.77037 -1.24166 -1.02963
H 0.53782 0.67558 -0.28431
```

Computed properties:
- LUMO energy (eV) = 4.012
- total charge = -1


Relative energies, in eV, with the most stable structure set to zero: <one> 0.000; <two> 0.439.


<one>
C2H3BrO3 | ωB97M-V/def2-TZVPD

Geometry as XYZ:
```
9
Properties=species:S:1:pos:R:3
C 0.43045 0.63067 -0.59055
C -1.69983 -0.01272 0.03695
O 1.52579 0.89283 -0.89965
O -0.20649 -0.15151 0.14443
O 2.45846 -1.21724 1.17898
Br 3.39971 -0.35008 0.10069
H -1.85290 0.88284 0.67298
H -2.04453 -1.02930 0.26887
H -2.01065 0.35451 -0.91269
```

Computed properties:
- LUMO energy (alpha / beta) (eV) = -0.187 / -1.379
- total charge = 0


<two>
C2H3BrO3 | ωB97M-V/def2-TZVPD

Geometry as XYZ:
```
9
Properties=species:S:1:pos:R:3
C -0.28053 -2.40102 -0.30990
C -1.21514 1.04380 0.49412
O -0.34051 -2.80783 0.77039
O -0.16904 0.83309 -0.06359
O -0.23357 -2.01543 -1.36639
Br 3.08727 2.27198 -0.51565
H -1.64597 2.06679 0.64692
H -1.83545 0.03168 0.71640
H 2.63295 0.97695 -0.37229
```

Computed properties:
- LUMO energy (eV) = 0.479
- total charge = 0
- SMILES = O=C=O.C=O.Br


Relative energies, in eV, with the most stable structure set to zero: <one> 5.728; <two> 0.000.